11 unconnected molecules or ions with the total composition C44H66O33 in a non-equilibrium geometry. Source: the OMol25 dataset; level of theory: ωB97M-V/def2-TZVPD.

Structure (XYZ):
```
143
Properties=species:S:1:pos:R:3:forces:R:3
C 1.0338 0.3371 0.9045 0.1 1.3 0.9
C 0.8312 -0.9949 0.3048 0.2 -0.7 -0.8
C -0.5547 -1.3930 -0.1404 -1.5 0.2 2.4
O -0.4862 -1.8177 -1.4623 0.1 -0.5 -1.1
C 0.7523 -1.6003 -1.9027 1.8 0.1 -4.3
O 1.1563 -1.7714 -3.0767 -1.9 0.1 3.8
O 1.5041 -1.0604 -0.9617 1.2 0.1 -0.2
H 0.7510 0.3403 1.9572 0.1 -0.2 0.1
H 0.4713 1.1738 0.4902 -0.2 -0.3 -0.6
H 2.0752 0.6505 0.8313 0.1 -0.2 0.1
H 1.2499 -1.7879 0.9245 0.2 0.1 0.1
H -1.2350 -0.5480 -0.0348 -0.2 -0.1 -0.2
H -0.9060 -2.2207 0.4758 -0.4 0.1 -0.1
C 3.0057 4.9591 -3.9541 0.6 1.1 1.1
C 2.8843 5.6521 -2.5065 0.0 0.4 -4.2
C 1.5710 6.3971 -2.4467 -1.3 -0.4 1.3
O 0.9386 5.7343 -1.3454 -1.2 -1.9 0.2
C 1.6187 4.5799 -0.9998 -1.3 0.6 4.0
O 1.3285 3.8240 -0.0671 0.4 1.9 -3.2
O 2.7942 4.6465 -1.5770 1.8 -1.3 0.5
H 2.6590 5.6998 -4.6747 0.0 -0.2 -0.2
H 2.4475 4.0270 -4.0420 -0.3 0.3 0.3
H 4.0429 4.7208 -4.1901 0.1 0.0 0.1
H 3.6550 6.4205 -2.4465 0.8 -0.8 0.9
H 1.0419 6.2645 -3.3904 -0.5 0.1 0.2
H 1.4796 7.4163 -2.0714 0.9 0.3 -0.8
C 5.5782 0.0476 1.4471 0.7 0.7 0.6
C 6.5505 -0.4201 2.6165 -0.5 0.8 -0.7
C 8.0824 -0.3246 2.4281 -1.7 0.9 -0.6
O 8.5268 0.1778 3.6651 -0.7 0.8 2.4
C 7.4419 0.7583 4.3757 0.5 -0.1 2.2
O 7.4373 1.3083 5.4786 1.0 -1.4 -3.4
O 6.3228 0.5113 3.7130 -0.3 -0.3 -0.5
H 6.0732 0.3053 0.5108 0.5 -0.4 0.1
H 5.2273 1.0217 1.7878 0.0 0.1 0.1
H 4.6599 -0.4578 1.1482 0.3 -0.8 0.6
H 6.4870 -1.4239 3.0365 -1.2 0.0 -0.1
H 8.3721 0.4442 1.7118 0.1 -0.6 -0.6
H 8.3294 -1.3670 2.2271 1.1 0.4 -0.1
C -2.1894 1.0375 8.1555 1.6 -1.2 1.7
C -1.5944 1.8100 7.0135 -1.5 0.2 0.1
C -0.1284 2.1318 7.0526 1.4 0.9 0.4
O 0.4254 1.5283 5.8707 2.9 2.0 1.7
C -0.4688 0.9535 5.1957 -2.2 -5.3 -3.0
O -0.3101 0.1837 4.2408 -0.1 2.6 1.8
O -1.6389 1.0034 5.8551 -1.8 0.2 -0.9
H -2.3619 1.6203 9.0603 -0.1 0.5 -0.3
H -1.3660 0.3916 8.4602 -0.1 -0.6 0.3
H -3.0513 0.3816 8.0328 0.0 0.4 -0.8
H -2.2323 2.6937 6.9994 0.2 0.4 -1.2
H 0.3988 1.7342 7.9198 0.0 -0.1 0.0
H 0.1370 3.1838 6.9478 -0.4 0.1 0.3
C -3.3865 -5.5975 -2.7242 0.2 -0.1 -0.5
C -2.1313 -4.7672 -3.0632 -0.5 0.7 -0.2
C -0.7745 -5.1143 -2.5253 -0.3 -0.7 2.0
O -0.1664 -5.7836 -3.5600 2.7 -2.4 -0.4
C -0.7192 -5.5371 -4.7103 1.1 1.1 -4.3
O -0.2721 -5.7539 -5.8572 -1.4 0.0 3.9
O -1.7957 -4.7963 -4.4756 -2.1 0.6 -0.4
H -3.2202 -6.6703 -2.6270 0.4 0.0 0.5
H -4.1413 -5.5836 -3.5104 0.3 0.5 -0.4
H -3.8972 -5.1606 -1.8660 0.3 -0.3 0.3
H -2.3134 -3.7491 -2.7192 -0.3 0.2 -0.7
H -0.8256 -5.8288 -1.7037 0.0 0.2 0.3
H -0.1555 -4.2622 -2.2445 -0.3 0.1 -0.1
C 3.7567 2.3348 -6.6212 1.2 0.2 0.3
C 4.3113 0.8894 -6.4777 -3.1 1.5 -1.7
C 5.7216 0.7121 -6.0904 1.4 0.0 -0.5
O 5.6159 -0.0295 -4.9184 0.5 -0.7 1.8
C 4.2873 -0.2213 -4.5545 3.3 -5.4 5.8
O 3.9487 -0.9343 -3.5854 1.3 3.0 -2.9
O 3.5866 0.2188 -5.4585 -4.6 2.2 -2.7
H 3.1199 2.5074 -7.4889 -0.1 -0.3 0.3
H 4.6081 3.0096 -6.7102 0.2 0.1 -0.3
H 3.2963 2.6914 -5.6998 -0.3 -0.4 -0.1
H 3.9274 0.3477 -7.3421 0.9 0.0 -0.4
H 6.3150 1.6104 -5.9198 -0.4 0.4 0.2
H 6.2920 0.1923 -6.8602 -0.1 -0.5 0.1
C -4.9851 -7.9664 1.2473 -0.4 0.9 1.4
C -4.0792 -7.0112 2.0444 0.1 0.8 -2.8
C -2.5792 -7.2722 1.8835 -0.2 -1.1 -1.2
O -2.0454 -6.0640 1.3981 3.1 0.6 0.9
C -2.9484 -5.2773 0.8839 -2.0 -0.7 2.3
O -2.8447 -4.2024 0.4377 1.3 2.0 -1.8
O -4.1428 -5.7856 1.1639 -1.9 -1.1 1.0
H -5.9476 -7.4553 1.2225 -0.1 0.1 -0.3
H -5.2235 -8.8697 1.8088 0.6 -0.4 -0.5
H -4.6102 -8.0275 0.2257 0.0 -0.6 0.2
H -4.4699 -6.7457 3.0268 0.3 0.0 0.0
H -2.3741 -7.8719 0.9968 -0.6 -1.1 0.3
H -2.0200 -7.7384 2.6947 0.0 0.7 0.3
C -7.3108 -1.1646 3.0529 1.0 1.5 0.9
C -6.2230 0.0058 3.2465 -3.9 -1.6 -0.4
C -5.4495 -0.0694 4.5274 -1.1 0.8 0.3
O -4.1873 -0.3534 4.1004 3.0 -0.7 -1.4
C -4.1038 -0.2576 2.7241 2.7 1.0 -0.6
O -3.1008 -0.1258 2.0470 -1.8 -0.8 1.8
O -5.3251 -0.1986 2.2228 0.9 0.3 -1.1
H -8.3029 -0.7268 2.9432 0.0 -0.4 -0.2
H -7.2675 -1.7866 3.9470 -0.3 -0.1 0.0
H -6.9756 -1.7761 2.2151 -0.4 0.2 -0.1
H -6.6404 1.0071 3.1400 -0.3 -0.1 -0.2
H -5.8252 -0.8372 5.2037 0.1 0.2 0.2
H -5.4589 0.9438 4.9291 0.0 -0.2 0.8
C -4.1778 -0.5045 -1.3783 -0.9 1.4 -0.1
C -5.4977 0.2886 -1.5946 0.9 -1.0 0.3
C -5.5630 1.6835 -0.9260 0.7 -1.9 0.7
O -5.8463 2.5759 -1.9723 0.3 -0.4 0.0
C -5.8172 1.9171 -3.1503 -1.7 -0.5 -2.0
O -6.0362 2.4736 -4.1993 0.8 -1.2 1.5
O -5.7542 0.4976 -2.9886 0.4 3.2 0.4
H -4.0112 -0.5628 -0.3027 -0.3 -0.9 0.1
H -3.2780 0.0371 -1.6701 -0.2 0.1 -0.8
H -4.3368 -1.4151 -1.9560 0.6 -0.3 0.5
H -6.2837 -0.3770 -1.2378 -0.2 0.2 0.1
H -4.6101 1.8600 -0.4270 0.2 0.5 -0.4
H -6.2869 1.6258 -0.1132 -0.5 0.7 -0.4
C 0.1602 1.4969 -6.0057 -0.3 -0.4 1.6
C -0.2186 1.0711 -4.5232 3.1 -1.2 -2.6
C 0.8939 1.5326 -3.5176 -0.6 -2.5 -0.9
O 0.1716 2.4170 -2.6895 2.4 1.0 0.9
C -1.0825 2.4980 -3.0218 -1.6 -0.8 -1.6
O -1.9466 3.0719 -2.4566 -0.3 0.5 0.5
O -1.2971 1.7665 -4.1696 -3.0 2.0 1.8
H 1.0251 0.9107 -6.3162 0.2 0.4 -0.1
H 0.3157 2.5681 -5.8773 0.6 0.1 -0.5
H -0.6214 1.3915 -6.7581 -0.2 -0.3 0.4
H -0.3994 -0.0012 -4.4488 0.1 -0.1 0.0
H 1.7788 1.8398 -4.0749 -0.2 1.2 0.4
H 1.2341 0.6746 -2.9377 0.0 0.2 0.2
C 3.0409 1.6587 3.9741 0.6 -0.7 -0.3
C 3.0091 3.0872 3.4307 0.2 -1.2 1.1
C 3.9278 4.0529 4.2013 -1.7 -0.7 -0.8
O 4.6537 4.6510 3.1301 0.9 1.3 0.7
C 4.3441 4.1370 1.9054 1.2 1.3 -0.5
O 4.8122 4.5081 0.8472 -0.7 -0.6 2.0
O 3.4840 3.1830 2.0901 -1.6 -1.9 -0.6
H 2.4863 1.5082 4.9003 -0.2 0.5 -0.2
H 4.0470 1.3091 4.2059 0.3 0.4 -0.1
H 2.6709 0.9140 3.2693 -0.4 0.3 -0.2
H 1.9828 3.4423 3.5241 -0.1 0.1 -0.7
H 4.5030 3.5684 4.9904 0.6 0.1 -0.5
H 3.1586 4.6615 4.6767 0.9 1.2 0.1
```
Positions in Å, forces in eV/Å.

Calculated values
SMILES: C[C@H]1COC(=O)O1.C[C@H]1COC(=O)O1.C[C@H]1COC(=O)O1.C[C@H]1COC(=O)O1.C[C@H]1COC(=O)O1.C[C@H]1COC(=O)O1.C[C@H]1COC(=O)O1.C[C@H]1COC(=O)O1.C[C@H]1COC(=O)O1.C[C@H]1COC(=O)O1.C[C@H]1COC(=O)O1
Calculated total energy in eV: -114261.848
ΔE to the lowest compared entry with this formula, charge and spin in kcal/mol: 202.0
Frontier orbital gap in eV: 10.0

Mulliken population analysis, charges in e, atoms 1 to 4: -0.836, 0.606, 0.014, -0.056